Record 1
# C37H34N4O4PSTi

C37H34N4O4PSTi as an isolated structure at a distorted geometry (the ωB97M-V functional and the def2-TZVPD basis, the Open Molecules 2025 dataset).

**Total energy**: -96285.28807 eV
**Charge**: +3
**HOMO-LUMO gap (alpha / beta)**: 5.295 / 5.210 eV

Structure (XYZ):
```
82
Properties=species:S:1:pos:R:3:mulliken_charge:R:1
Ti -0.714 -2.183 0.238 -0.08
C 1.730 6.802 -8.570 -0.84
O 1.483 7.334 -7.246 -0.39
C 1.485 6.521 -6.210 0.85
C 1.316 7.132 -4.955 -0.78
C 1.304 6.356 -3.835 -0.13
C 1.466 4.961 -3.947 0.38
C 1.632 4.349 -5.200 -0.53
C 1.640 5.116 -6.331 -0.55
N 1.432 4.296 -2.740 -0.57
N 1.628 3.091 -2.666 0.28
C 1.498 1.981 -2.014 0.10
C 2.657 1.188 -1.678 -0.84
C 2.517 -0.027 -1.081 -1.00
C 1.237 -0.514 -0.758 0.08
O 0.970 -1.718 -0.188 -0.59
C 0.103 0.207 -1.029 0.91
N -1.092 -0.382 -0.655 0.78
C -2.236 0.316 -0.921 -0.26
C -2.235 1.550 -1.502 -1.28
C -1.013 2.142 -1.880 -0.59
C 0.161 1.476 -1.657 0.45
H 1.791 7.664 -9.220 0.25
H 0.902 6.164 -8.869 0.36
H 2.671 6.257 -8.582 0.37
H 1.204 8.207 -4.912 0.46
H 1.189 6.794 -2.850 0.47
H 1.749 3.274 -5.270 0.40
H 1.763 4.659 -7.300 0.44
H 3.634 1.590 -1.906 0.55
H 3.394 -0.611 -0.830 0.56
H -3.159 -0.163 -0.632 0.48
H -3.173 2.062 -1.672 0.48
H -1.013 3.117 -2.355 0.53
O -2.994 -2.949 -0.581 -0.41
N -2.758 -2.409 0.689 0.33
C -3.645 -2.418 1.599 -0.41
C -3.431 -1.810 2.913 0.43
C -4.590 -1.671 3.667 -1.01
C -4.569 -1.007 4.888 -0.85
C -3.382 -0.476 5.345 -0.74
C -2.206 -0.636 4.606 -0.44
C -2.203 -1.311 3.397 0.10
P -0.574 -1.558 2.624 2.86
C 0.269 -2.854 3.536 0.36
C -0.242 -3.354 4.731 -0.71
C 0.436 -4.363 5.404 -0.73
C 1.617 -4.873 4.887 -0.67
C 2.132 -4.378 3.693 -0.86
C 1.458 -3.377 3.014 -0.47
C 0.326 -0.011 2.840 0.48
C -0.213 1.177 2.336 -0.33
C 0.495 2.363 2.458 -0.74
C 1.747 2.366 3.070 -0.61
C 2.289 1.187 3.557 -0.80
C 1.580 -0.004 3.443 -0.48
H -3.914 -3.257 -0.663 0.35
H -4.624 -2.843 1.387 0.42
H -5.524 -2.072 3.290 0.42
H -5.479 -0.903 5.465 0.45
H -3.353 0.061 6.284 0.47
H -1.281 -0.229 4.996 0.58
H -1.163 -2.966 5.145 0.40
H 0.041 -4.743 6.338 0.46
H 2.142 -5.658 5.417 0.45
H 3.062 -4.767 3.300 0.50
H 1.878 -2.978 2.097 0.70
H -1.194 1.190 1.870 0.40
H 0.071 3.289 2.089 0.51
H 2.292 3.295 3.180 0.47
H 3.258 1.193 4.039 0.48
H 2.003 -0.918 3.841 0.47
C 1.300 -4.741 -1.599 -0.93
S 0.459 -5.283 -0.151 0.45
C -0.687 -6.404 -0.871 -1.04
O -0.452 -4.068 0.276 -0.33
H 0.582 -4.234 -2.241 0.31
H 1.698 -5.634 -2.084 0.52
H 2.111 -4.084 -1.300 0.26
H -0.109 -7.252 -1.244 0.48
H -1.225 -5.899 -1.673 0.34
H -1.357 -6.736 -0.080 0.38
```

---

Record 2
# C37H35BrF4GeN2O2P2Pt

C37H35BrF4GeN2O2P2Pt as an isolated structure at a distorted geometry (the ωB97M-V functional and the def2-TZVPD basis, the Open Molecules 2025 dataset).

**Energy relative to the best compared isomer or geometry (same formula, charge and spin)**: 49.1 kcal/mol
**Multiplicity**: 2
**Total energy**: -205240.28872 eV
**Charge**: +3
**<S²>**: 0.757
**HOMO-LUMO gap (alpha / beta)**: 5.214 / 5.376 eV

Structure (XYZ):
```
85
Properties=species:S:1:pos:R:3:mulliken_spin:R:1
Pt 0.078 -0.811 0.225 0.41
F 4.418 -1.821 5.734 0.00
C 3.939 -1.734 4.524 0.00
C 4.746 -1.988 3.428 0.00
F 6.003 -2.317 3.594 0.00
C 4.217 -1.887 2.153 0.00
F 5.019 -2.130 1.127 0.00
C 2.890 -1.530 1.920 0.01
P 2.307 -1.447 0.186 0.27
C 3.342 -0.262 -0.666 -0.03
C 4.153 0.656 -0.002 0.01
C 4.950 1.518 -0.735 0.00
C 4.924 1.481 -2.123 0.02
C 4.082 0.594 -2.791 0.00
C 3.280 -0.269 -2.067 0.04
C 2.540 -3.081 -0.529 -0.05
C 1.528 -4.023 -0.319 0.01
C 1.671 -5.310 -0.805 0.01
C 2.816 -5.657 -1.511 0.01
C 3.816 -4.719 -1.735 0.00
C 3.683 -3.427 -1.252 0.01
C 2.101 -1.281 3.044 -0.01
Br 0.268 -0.803 2.940 0.11
C 2.613 -1.380 4.324 -0.01
F 1.839 -1.131 5.369 0.00
H 4.182 0.686 1.081 0.00
H 5.599 2.216 -0.222 0.00
H 5.567 2.140 -2.694 0.00
H 4.074 0.567 -3.873 0.00
H 2.632 -0.974 -2.577 0.00
H 0.634 -3.740 0.228 0.00
H 0.896 -6.046 -0.637 0.00
H 2.932 -6.664 -1.892 0.00
H 4.708 -4.993 -2.283 0.00
H 4.471 -2.706 -1.422 0.00
C -2.685 -3.271 -0.195 0.01
Ge -2.234 -1.363 -0.250 0.07
C -2.982 -0.677 -1.951 0.00
C -2.141 -0.459 -3.044 0.01
C -2.694 -0.192 -4.292 0.01
C -4.073 -0.125 -4.433 0.00
C -4.903 -0.331 -3.338 0.00
C -4.361 -0.597 -2.085 0.00
C -3.052 -0.417 1.279 0.00
C -3.228 -1.223 2.395 -0.01
C -3.854 -0.730 3.551 0.00
C -4.251 0.580 3.599 -0.01
C -4.052 1.454 2.498 0.00
C -4.490 2.800 2.552 0.00
C -4.339 3.635 1.477 0.00
C -3.719 3.156 0.305 0.00
C -3.266 1.863 0.230 0.00
C -3.426 0.966 1.313 -0.01
H -3.772 -3.323 -0.100 0.00
H -2.222 -3.830 0.618 0.00
H -2.391 -3.719 -1.143 0.00
H -1.063 -0.526 -2.934 0.00
H -2.049 -0.053 -5.151 0.00
H -4.506 0.100 -5.398 0.00
H -5.979 -0.284 -3.448 0.00
H -5.021 -0.736 -1.234 0.00
H -2.915 -2.262 2.383 0.00
H -4.011 -1.387 4.397 0.00
H -4.735 0.970 4.487 0.00
H -4.996 3.144 3.448 0.00
H -4.730 4.645 1.512 0.00
H -3.642 3.808 -0.559 0.00
H -2.818 1.497 -0.683 0.00
N -0.923 3.423 2.108 0.00
C -0.343 4.163 0.935 0.00
P 0.506 2.911 -0.169 0.01
O 1.973 3.152 -0.260 0.00
O -0.043 1.607 0.370 0.10
C -0.029 3.195 -1.942 0.00
N 1.173 3.762 -2.646 0.00
H -0.355 3.524 2.946 0.00
H -0.918 2.418 1.826 0.00
H -1.878 3.714 2.330 0.00
H 0.381 4.904 1.266 0.00
H -1.147 4.671 0.410 0.00
H -0.901 3.832 -2.062 0.00
H -0.260 2.212 -2.354 0.00
H 1.966 3.606 -1.952 0.00
H 1.102 4.764 -2.819 0.00
H 1.378 3.309 -3.534 0.00
```